--- P ---
Density functional theory data (ωB97M-V/def2-TZVPD) for C5H11N in the gas phase.

Summary:
SMILES   CCCN1CC1
2S+1   1
Kohn-Sham gap   9.35 eV
E_LUMO   1.15 eV
Net charge   0

Each atom is followed by the atoms it is bonded to, with distances in Å.
Atoms and positions in Å:
1 H 1.256 -1.237 2.427  C7 1.120
2 C 0.596 -0.114 -0.399  C4 1.522, H6 1.098, H13 1.095, N17 1.409
3 H 1.709 1.640 2.274  C9 1.087
4 C -0.865 -0.129 -0.827  C2 1.522, H8 1.098, C10 1.522, H16 1.098
5 H -0.403 -0.496 2.671  C7 1.092
6 H 1.053 -1.099 -0.559  C2 1.098
7 C 0.570 -0.385 2.187  H1 1.120, H5 1.092, C9 1.700, N17 1.380
8 H -1.306 0.860 -0.647  C4 1.098
9 C 0.802 1.257 1.813  H3 1.087, C7 1.700, H11 1.120, N17 1.370
10 C -0.996 -0.508 -2.295  C4 1.522, H12 1.096, H14 1.097, H15 1.093
11 H 0.063 2.071 1.595  C9 1.120
12 H -0.564 -1.498 -2.483  C10 1.096
13 H 1.173 0.617 -0.975  C2 1.095
14 H -0.465 0.209 -2.933  C10 1.097
15 H -2.041 -0.534 -2.615  C10 1.093
16 H -1.407 -0.842 -0.191  C4 1.098
17 N 0.825 0.187 0.958  C2 1.409, C7 1.380, C9 1.370


--- Q ---
Density functional theory data (ωB97M-V/def2-TZVPD) for C5H11N in the gas phase.

Summary:
2S+1   1
Kohn-Sham gap   4.98 eV
E_LUMO   -2.03 eV
Net charge   0

Each atom is followed by the atoms it is bonded to, with distances in Å.
Atoms and positions in Å:
1 C 0.885 1.327 0.472  H2 1.110, C5 1.493, C9 1.485, H12 1.138
2 H 1.750 1.691 1.066  C1 1.110
3 C -1.455 -0.640 0.127  H4 1.127, H7 1.178, C14 1.493, H16 1.116
4 H -2.271 -0.217 -0.525  C3 1.127
5 C 1.024 -0.122 0.140  C1 1.493, H8 1.127, C14 1.481, H17 1.065
6 H -0.335 -2.207 -1.894  N10 1.055
7 H -1.101 0.234 0.834  C3 1.178
8 H 1.896 -0.233 -0.565  C5 1.127
9 C -0.455 1.675 1.007  C1 1.485, H13 1.167, H15 1.097
10 N 0.292 -1.865 -1.118  H6 1.055, C14 1.409
11 H -0.129 -0.038 -1.531  C14 1.103
12 H 1.007 1.858 -0.527  C1 1.138
13 H -0.745 2.657 0.447  C9 1.167
14 C -0.152 -0.631 -0.601  C3 1.493, C5 1.481, N10 1.409, H11 1.103
15 H -0.511 1.934 2.072  C9 1.097
16 H -1.831 -1.613 0.525  C3 1.116
17 H 1.141 -0.663 1.050  C5 1.065


--- R ---
Density functional theory data (ωB97M-V/def2-TZVPD) for C5H11N in the gas phase.

Summary:
SMILES   C=NCC(C)C
2S+1   1
Kohn-Sham gap   9.22 eV
E_LUMO   0.65 eV
Net charge   0

Each atom is followed by the atoms it is bonded to, with distances in Å.
Atoms and positions in Å:
1 C -1.593 -0.788 0.270  H7 1.096, H13 1.095, C15 1.530, H17 1.097
2 H -0.922 0.596 -2.035  C12 1.094
3 H 1.397 0.856 -0.243  C9 1.115
4 C 2.276 -0.729 1.207  H8 1.083, N10 1.262, H16 1.096
5 H 1.161 -0.657 -1.116  C9 1.111
6 H -0.535 0.942 0.963  C15 1.105
7 H -2.602 -0.410 0.072  C1 1.096
8 H 2.691 -0.115 1.997  C4 1.083
9 C 0.845 -0.112 -0.200  H3 1.115, H5 1.111, N10 1.482, C15 1.524
10 N 1.019 -0.776 1.113  C4 1.262, C9 1.482
11 H -1.936 1.642 -0.996  C12 1.086
12 C -0.947 1.213 -1.131  H2 1.094, H11 1.086, H14 1.096, C15 1.498
13 H -1.399 -1.617 -0.418  C1 1.095
14 H -0.205 2.013 -1.231  C12 1.096
15 C -0.590 0.344 0.035  C1 1.530, H6 1.105, C9 1.524, C12 1.498
16 H 2.923 -1.159 0.434  C4 1.096
17 H -1.575 -1.191 1.290  C1 1.097


The least stable of them is Q.


--- P ---
Density functional theory data (ωB97M-V/def2-TZVPD) for C5H11N in the gas phase.

Summary:
2S+1   1
Kohn-Sham gap   8.02 eV
E_LUMO   0.89 eV
Net charge   0

Each atom is followed by the atoms it is bonded to, with distances in Å.
Atoms and positions in Å:
1 H -0.889 0.265 -1.653  C17 1.098
2 C 0.300 -0.756 1.428  C10 1.487, N12 1.545, H15 1.098
3 H 0.890 1.686 -0.690  C11 1.094
4 C -1.829 0.855 0.230  H5 1.095, H13 1.093, H16 1.097, C17 1.526
5 H -2.739 1.149 -0.303  C4 1.095
6 H -1.456 -1.083 -0.643  C17 1.093
7 H 0.393 -2.432 -0.075  C10 1.094
8 H 1.997 -1.614 0.161  C10 1.097
9 H 2.140 0.821 0.237  C11 1.093
10 C 0.916 -1.567 0.345  C2 1.487, H7 1.094, H8 1.097, N12 1.480
11 C 1.361 0.713 -0.522  H3 1.094, H9 1.093, N12 1.472, H14 1.098
12 N 0.360 -0.248 -0.031  C2 1.545, C10 1.480, C11 1.472, C17 1.481
13 H -2.086 0.360 1.170  C4 1.093
14 H 1.818 0.367 -1.459  C11 1.098
15 H 1.084 -0.186 1.946  C2 1.098
16 H -1.271 1.766 0.479  C4 1.097
17 C -0.990 -0.095 -0.620  H1 1.098, C4 1.526, H6 1.093, N12 1.481


--- Q ---
Density functional theory data (ωB97M-V/def2-TZVPD) for C5H11N in the gas phase.

Summary:
SMILES   C[C@H]1NC1(C)C
2S+1   1
Kohn-Sham gap   10.05 eV
E_LUMO   1.09 eV
Net charge   0

Each atom is followed by the atoms it is bonded to, with distances in Å.
Atoms and positions in Å:
1 H -1.970 0.169 0.191  C7 1.085
2 C -1.120 -0.484 -1.730  C7 1.514, H11 1.098, H13 1.085, H16 1.098
3 H 0.820 0.605 2.500  C12 1.105
4 H 1.677 -0.391 -1.079  C14 1.120
5 C 0.181 0.102 0.514  C7 1.497, N8 1.463, C12 1.505, C14 1.543
6 H 1.814 1.263 -0.389  C14 1.099
7 C -1.066 -0.254 -0.234  H1 1.085, C2 1.514, C5 1.497, N8 1.438
8 N -0.406 -1.236 0.585  C5 1.463, C7 1.438, H10 0.998
9 H 0.251 1.950 1.528  C12 1.075
10 H 0.109 -1.856 -0.003  N8 0.998
11 H -0.152 -0.860 -2.088  C2 1.098
12 C 0.054 0.922 1.770  H3 1.105, C5 1.505, H9 1.075, H17 1.076
13 H -1.316 0.449 -2.247  C2 1.085
14 C 1.571 0.219 -0.146  H4 1.120, C5 1.543, H6 1.099, H15 1.093
15 H 2.332 -0.172 0.535  C14 1.093
16 H -1.883 -1.237 -1.966  C2 1.098
17 H -0.897 0.810 2.260  C12 1.076


The least stable of them is P.


--- P ---
Density functional theory data (ωB97M-V/def2-TZVPD) for a gas-phase ion, C4H12N2S (charge +1).

Summary:
2S+1   2
Kohn-Sham gap (alpha / beta)   9.98 / 5.11 eV
E_LUMO (alpha / beta)   -3.02 / -7.88 eV
Net charge   +1

Each atom is followed by the atoms it is bonded to, with distances in Å.
Atoms and positions in Å:
1 C -0.233 -0.545 0.143  C4 1.513, N6 1.460, C16 1.520, H17 1.095
2 H -0.097 1.369 -0.804  C16 1.093
3 H -2.695 0.415 0.137  N8 1.016
4 C 0.395 0.042 1.388  C1 1.513, S9 1.814, H13 1.093, H19 1.094
5 H 2.469 -1.445 -1.699  C10 1.086
6 N 0.739 -1.397 -0.535  C1 1.460, C10 1.472, H18 1.009
7 H 1.402 -0.106 -2.122  C10 1.093
8 N -1.977 1.126 0.033  H3 1.016, H11 1.015, C16 1.461
9 S -0.928 0.600 2.495  C4 1.814, H12 1.343
10 C 1.793 -0.699 -1.290  H5 1.086, N6 1.472, H7 1.093, H15 1.090
11 H -2.404 1.879 -0.497  N8 1.015
12 H -0.109 1.103 3.433  S9 1.343
13 H 0.993 0.925 1.147  C4 1.093
14 H -1.070 0.177 -1.688  C16 1.095
15 H 2.368 -0.054 -0.626  C10 1.090
16 C -0.837 0.571 -0.694  C1 1.520, H2 1.093, N8 1.461, H14 1.095
17 H -1.031 -1.233 0.444  C1 1.095
18 H 0.257 -2.003 -1.182  N6 1.009
19 H 0.966 -0.727 1.918  C4 1.094


--- Q ---
Density functional theory data (ωB97M-V/def2-TZVPD) for a gas-phase ion, C4H12N2S (charge +1).

Summary:
2S+1   2
Kohn-Sham gap (alpha / beta)   9.09 / 3.58 eV
E_LUMO (alpha / beta)   -3.70 / -8.96 eV
Net charge   +1

Each atom is followed by the atoms it is bonded to, with distances in Å.
Atoms and positions in Å:
1 H 1.826 1.316 0.874  N7 1.016
2 H 1.638 -0.733 -1.988  N15 1.013
3 H -0.386 0.255 2.086  C9 1.088
4 H 0.376 1.706 -1.141  C10 1.094
5 H 2.500 -0.050 0.271  N7 1.013
6 S -1.884 -2.125 1.422  H17 1.341, C19 1.789
7 N 1.721 0.308 0.811  H1 1.016, H5 1.013, C16 1.460
8 H -2.895 -0.026 1.033  C19 1.096
9 C -0.704 0.359 1.051  H3 1.088, C16 1.534, H18 1.096, C19 1.502
10 C 0.264 0.622 -1.238  H4 1.094, H14 1.106, N15 1.447, C16 1.524
11 H 1.774 0.762 -2.652  N15 1.009
12 H -2.002 -0.698 -0.324  C19 1.114
13 H 0.447 -1.103 0.008  C16 1.101
14 H -0.792 0.496 -1.541  C10 1.106
15 N 1.122 0.090 -2.275  H2 1.013, C10 1.447, H11 1.009
16 C 0.468 -0.010 0.134  N7 1.460, C9 1.534, C10 1.524, H13 1.101
17 H -0.591 -2.128 1.778  S6 1.341
18 H -0.954 1.420 0.928  C9 1.096
19 C -1.927 -0.462 0.762  S6 1.789, H8 1.096, C9 1.502, H12 1.114


--- R ---
Density functional theory data (ωB97M-V/def2-TZVPD) for a gas-phase ion, C4H12N2S (charge +1).

Summary:
2S+1   2
Kohn-Sham gap (alpha / beta)   9.97 / 5.01 eV
E_LUMO (alpha / beta)   -2.85 / -7.78 eV
Net charge   +1

Each atom is followed by the atoms it is bonded to, with distances in Å.
Atoms and positions in Å:
1 H -0.762 -2.510 -1.794  C7 1.091
2 N -0.027 -1.469 -0.081  H6 1.017, C7 1.405, C19 1.481
3 S 1.259 1.894 1.033  C4 1.834, H10 1.318
4 C 1.035 0.133 1.495  S3 1.834, H5 1.087, H17 1.096, C19 1.543
5 H 1.651 -0.283 2.289  C4 1.087
6 H 0.029 -2.411 0.300  N2 1.017
7 C -0.564 -1.521 -1.378  H1 1.091, N2 1.405, H8 1.090, C12 1.628
8 H 0.080 -0.961 -2.058  C7 1.090
9 N -2.181 0.426 -0.989  H11 1.018, C12 1.426, H16 1.017
10 H 0.864 2.576 2.089  S3 1.318
11 H -1.703 0.512 -0.093  N9 1.018
12 C -2.060 -0.895 -1.515  C7 1.628, N9 1.426, H13 1.091, H18 1.084
13 H -2.659 -1.574 -0.909  C12 1.091
14 H 1.938 -1.426 0.372  C19 1.088
15 H 1.324 0.047 -0.625  C19 1.084
16 H -1.874 1.135 -1.650  N9 1.017
17 H 0.042 0.025 1.945  C4 1.096
18 H -2.332 -0.888 -2.564  C12 1.084
19 C 1.186 -0.663 0.183  N2 1.481, C4 1.543, H14 1.088, H15 1.084


--- S ---
Density functional theory data (ωB97M-V/def2-TZVPD) for a gas-phase ion, C4H12N2S (charge +1).

Summary:
2S+1   2
Kohn-Sham gap (alpha / beta)   10.14 / 5.32 eV
E_LUMO (alpha / beta)   -3.21 / -7.93 eV
Net charge   +1

Each atom is followed by the atoms it is bonded to, with distances in Å.
Atoms and positions in Å:
1 H -1.264 0.369 -2.446  S7 1.334
2 H -1.386 -0.475 -0.212  C16 1.135
3 H 0.190 -0.940 2.115  C4 1.149
4 C -0.676 -0.208 1.930  H3 1.149, H12 1.148, C16 1.527, N17 1.495
5 H 0.491 1.428 -0.536  N19 0.978
6 H 1.088 0.324 -2.791  C11 1.051
7 S -0.959 -0.916 -2.633  H1 1.334, C11 1.840
8 H 1.366 -1.423 -2.830  C11 1.115
9 H 2.210 -0.189 -0.768  C13 1.052
10 H -0.383 0.840 3.719  N17 0.979
11 C 0.826 -0.584 -2.332  H6 1.051, S7 1.840, H8 1.115, C13 1.565
12 H -1.591 -0.870 2.137  C4 1.148
13 C 1.206 -0.501 -0.816  H9 1.052, C11 1.565, H14 1.026, N19 1.432
14 H 1.080 -1.406 -0.349  C13 1.026
15 H 0.106 1.627 2.269  N17 1.077
16 C -0.770 0.200 0.461  H2 1.135, C4 1.527, H18 1.157, N19 1.421
17 N -0.617 1.017 2.784  C4 1.495, H10 0.979, H15 1.077
18 H -1.387 1.178 0.449  C16 1.157
19 N 0.470 0.530 -0.150  H5 0.978, C13 1.432, C16 1.421


The least stable of them is S.


--- P ---
Density functional theory data (ωB97M-V/def2-TZVPD) for 2 unconnected molecules or ions with the total composition C4H4F2.

Summary:
2S+1   1
Kohn-Sham gap (alpha / beta)   8.53 / 8.49 eV
E_LUMO (alpha / beta)   -0.48 / -0.20 eV
Net charge   0

Each atom is followed by the atoms it is bonded to, with distances in Å.
Atoms and positions in Å:
1 H -1.456 -2.209 -0.100  C2 1.050
2 C -1.467 -1.176 0.084  H1 1.050, H9 1.017, H10 1.161
3 F 1.410 -0.852 -1.068  C6 1.326
4 C 0.932 1.123 -0.057  C6 1.402, C7 1.241
5 H 0.988 3.333 -0.319  C7 1.041
6 C 0.835 -0.276 -0.022  F3 1.326, C4 1.402, F8 1.352
7 C 1.139 2.346 -0.026  C4 1.241, H5 1.041
8 F 1.121 -0.959 1.110  C6 1.352
9 H -1.251 -0.713 0.963  C2 1.017
10 H -2.251 -0.617 -0.565  C2 1.161


--- Q ---
Density functional theory data (ωB97M-V/def2-TZVPD) for C4H4F2 in the gas phase.

Summary:
SMILES   C=C(F)/C=C\F
2S+1   1
Kohn-Sham gap   9.85 eV
E_LUMO   0.53 eV
Net charge   0

Each atom is followed by the atoms it is bonded to, with distances in Å.
Atoms and positions in Å:
1 F 2.159 0.680 -0.367  C6 1.345
2 C -0.867 -0.462 -0.067  F7 1.369, C8 1.344, C9 1.517
3 H 1.110 2.288 0.459  C6 1.167
4 H 0.934 -1.563 -0.326  C8 1.225
5 H -0.915 -2.299 -0.809  C8 1.022
6 C 1.152 1.123 0.407  F1 1.345, H3 1.167, C9 1.302
7 F -2.229 -0.471 0.068  C2 1.369
8 C -0.263 -1.546 -0.584  C2 1.344, H4 1.225, H5 1.022
9 C -0.031 0.615 0.599  C2 1.517, C6 1.302, H10 1.032
10 H -0.449 1.312 1.233  C9 1.032


The least stable of them is P.


--- P ---
Density functional theory data (ωB97M-V/def2-TZVPD) for C3H2O3S in the gas phase.

Summary:
SMILES   O=CC(=S)C(=O)O
2S+1   1
Kohn-Sham gap   7.45 eV
E_LUMO   -2.74 eV
Net charge   0

Each atom is followed by the atoms it is bonded to, with distances in Å.
Atoms and positions in Å:
1 H -1.497 0.985 0.701  O8 1.126
2 C 0.405 -0.007 -0.126  S3 1.661, C4 1.649, C6 1.513
3 S 1.868 -0.693 -0.512  C2 1.661
4 C 0.442 1.224 0.970  C2 1.649, H7 1.190, O9 1.257
5 O -1.202 -1.656 -0.825  C6 1.211
6 C -0.985 -0.566 -0.342  C2 1.513, O5 1.211, O8 1.281
7 H 1.494 1.559 1.413  C4 1.190
8 O -1.947 0.180 0.056  H1 1.126, C6 1.281
9 O -0.482 2.056 1.153  C4 1.257


--- Q ---
Density functional theory data (ωB97M-V/def2-TZVPD) for C3H2O3S in the gas phase.

Summary:
SMILES   Oc1coc(=S)o1
2S+1   1
Kohn-Sham gap   8.72 eV
E_LUMO   0.11 eV
Net charge   0

Each atom is followed by the atoms it is bonded to, with distances in Å.
Atoms and positions in Å:
1 S 2.054 2.417 0.024  C4 1.611
2 O 1.293 0.010 -0.692  C4 1.338, C9 1.404
3 C -0.683 -0.195 0.250  O7 1.305, O8 1.346, C9 1.336
4 C 1.051 1.158 -0.049  S1 1.611, O2 1.338, O8 1.353
5 H -2.195 -1.310 0.628  O7 0.965
6 H 0.279 -1.811 -0.995  C9 1.079
7 O -1.847 -0.425 0.793  C3 1.305, H5 0.965
8 O -0.162 1.014 0.532  C3 1.346, C4 1.353
9 C 0.208 -0.859 -0.492  O2 1.404, C3 1.336, H6 1.079


--- R ---
Density functional theory data (ωB97M-V/def2-TZVPD) for C3H2O3S in the gas phase.

Summary:
SMILES   O=S(=O)=C=C1CO1
2S+1   1
Kohn-Sham gap (alpha / beta)   7.97 / 7.98 eV
E_LUMO (alpha / beta)   -1.89 / -1.89 eV
Net charge   0

Each atom is followed by the atoms it is bonded to, with distances in Å.
Atoms and positions in Å:
1 O -1.741 -1.019 0.943  C3 1.371, C5 1.392
2 O 2.707 0.981 1.130  S6 1.430
3 C -1.966 -0.146 -0.089  O1 1.371, C5 1.478, H7 1.059, H9 1.067
4 C 0.455 -0.032 -0.172  C5 1.262, S6 2.125
5 C -0.598 -0.525 0.320  O1 1.392, C3 1.478, C4 1.262
6 S 2.567 0.126 -0.008  O2 1.430, C4 2.125, O8 1.436
7 H -2.235 -0.775 -0.897  C3 1.059
8 O 3.239 0.576 -1.195  S6 1.436
9 H -2.428 0.814 -0.032  C3 1.067


The least stable of them is R.